{
  "formula": "C34H67FNO16P2",
  "method": "wB97M-V/def2-TZVPD",
  "elements": ["C", "C", "O", "O", "C", "C", "C", "C", "C", "C", "C", "C", "C", "C", "C", "C", "F", "C", "O", "O", "N", "C", "C", "C", "C", "O", "O", "C", "C", "O", "C", "O", "H", "H", "H", "H", "H", "H", "H", "H", "H", "H", "H", "H", "H", "H", "H", "H", "H", "H", "H", "H", "H", "H", "H", "H", "H", "H", "H", "H", "H", "H", "H", "H", "H", "H", "H", "H", "H", "O", "P", "O", "C", "C", "O", "C", "C", "O", "C", "C", "H", "H", "H", "H", "H", "H", "H", "H", "H", "H", "H", "H", "H", "H", "H", "O", "P", "O", "C", "C", "O", "C", "C", "O", "C", "C", "H", "H", "H", "H", "H", "H", "H", "H", "H", "H", "H", "H", "H", "H", "H"],
  "coordinates": [[-0.87, 2.09, 3.06], [-0.06, 3.42, 2.92], [1.08, 3.41, 3.29], [-0.68, 4.54, 2.43], [0.09, 5.12, 1.33], [-0.76, 6.20, 0.60], [-0.14, 6.66, -0.77], [1.12, 7.59, -0.64], [2.48, 6.78, -0.66], [2.62, 5.86, -1.94], [2.77, 4.37, -1.42], [3.55, 3.45, -2.42], [3.24, 1.89, -2.28], [3.09, 1.62, -0.73], [3.25, 0.17, -0.19], [2.71, 0.17, 1.31], [4.57, -0.31, -0.10], [4.64, 1.27, -2.73], [4.78, 0.62, -3.78], [5.68, 1.52, -2.00], [2.16, 1.47, -3.16], [0.96, 2.27, -3.21], [-0.03, 2.12, -1.95], [-1.44, 1.61, -2.45], [-2.30, 0.95, -1.34], [-3.16, 0.21, -1.68], [-2.02, 1.23, 0.00], [1.89, 0.05, -3.21], [1.59, -0.46, -4.69], [1.90, 0.54, -5.70], [1.03, 0.32, -6.74], [0.84, 1.14, -7.59], [-1.17, 1.99, 4.13], [-0.23, 1.21, 2.79], [-1.75, 2.09, 2.38], [1.03, 5.52, 1.78], [0.30, 4.29, 0.61], [-1.75, 5.73, 0.36], [-0.97, 7.06, 1.27], [-0.94, 7.25, -1.29], [0.03, 5.75, -1.39], [1.16, 8.40, -1.40], [1.05, 8.07, 0.37], [2.50, 6.20, 0.29], [3.34, 7.50, -0.64], [3.52, 6.16, -2.53], [1.74, 5.92, -2.62], [1.79, 3.97, -1.07], [3.40, 4.46, -0.50], [4.63, 3.67, -2.31], [3.28, 3.75, -3.47], [2.14, 2.02, -0.28], [3.90, 2.22, -0.23], [2.65, -0.61, -0.71], [3.58, -0.07, 1.99], [2.34, 1.16, 1.64], [1.97, -0.65, 1.49], [1.08, 3.35, -3.45], [0.35, 1.86, -4.06], [-0.16, 3.07, -1.39], [0.37, 1.30, -1.31], [-1.94, 2.46, -2.97], [-1.29, 0.82, -3.23], [-1.33, 0.58, 0.25], [2.73, -0.58, -2.86], [0.99, -0.29, -2.61], [0.48, -0.64, -4.74], [2.06, -1.45, -4.89], [0.50, -0.66, -6.88], [-0.72, -1.65, 4.30], [-1.74, -2.10, 5.33], [-0.78, -1.75, 6.63], [-0.58, -0.38, 6.97], [-1.81, 0.22, 7.63], [-1.42, -3.72, 5.17], [-1.16, -4.27, 3.88], [0.33, -4.54, 3.72], [-2.98, -2.47, 6.41], [-3.03, -3.63, 7.23], [-1.97, -3.70, 8.31], [-0.29, 0.19, 6.09], [0.26, -0.35, 7.67], [-2.65, 0.26, 6.93], [-1.61, 1.24, 7.97], [-2.13, -0.38, 8.48], [-1.53, -3.62, 3.08], [-1.71, -5.21, 3.80], [0.92, -3.66, 3.98], [0.56, -4.84, 2.70], [0.64, -5.34, 4.40], [-3.05, -4.54, 6.62], [-4.01, -3.59, 7.72], [-0.98, -3.90, 7.88], [-2.20, -4.52, 9.00], [-1.91, -2.77, 8.87], [-0.15, -3.49, -3.62], [-1.14, -4.08, -2.65], [-1.22, -5.61, -3.28], [-0.10, -6.47, -3.10], [-0.02, -6.99, -1.68], [-2.48, -3.40, -3.34], [-2.40, -2.09, -3.92], [-2.36, -2.20, -5.43], [-2.08, -4.53, -1.33], [-3.48, -4.78, -1.38], [-3.89, -5.99, -2.19], [0.82, -5.95, -3.38], [-0.24, -7.31, -3.79], [0.18, -6.17, -0.98], [0.79, -7.72, -1.58], [-0.96, -7.45, -1.37], [-1.53, -1.55, -3.53], [-3.29, -1.54, -3.61], [-1.59, -2.90, -5.77], [-2.17, -1.22, -5.88], [-3.31, -2.57, -5.81], [-4.02, -3.88, -1.69], [-3.78, -4.95, -0.34], [-3.77, -5.81, -3.26], [-4.95, -6.21, -2.01], [-3.30, -6.86, -1.92]],
  "e_tot_ha": -3376.81445,
  "total_charge": -1,
  "mol_weight_g_mol": 826.85,
  "multiplicity": 1
}